Below is a structure of composition C47H47Cl3MoN5OS3Si, with properties calculated with the ωB97M-V functional and the def2-TZVPD basis.

The relative energy (zero: lowest compared OMol25 entry of this formula, charge and spin) is 0.0 kJ/mol. The charge is +1. As for the multiplicity: 3.

Each line ends with the Löwdin spin population.
Atoms and positions in Å:
1 Mo 0.836380 1.719345 0.277404  1.806
2 C -1.449502 2.574288 -2.112110  0.009
3 C -0.085867 3.126266 -2.392624  0.021
4 C 0.081349 3.852759 -3.593640  -0.002
5 C 1.306969 4.301583 -3.957319  0.015
6 C 2.402777 4.102954 -3.084806  0.000
7 C 3.697006 4.578349 -3.385986  0.002
8 C 4.707777 4.442791 -2.478195  -0.002
9 C 4.455241 3.839371 -1.233258  0.002
10 C 3.206067 3.361612 -0.921676  0.013
11 S 2.897116 2.710673 0.692986  -0.010
12 C 2.155352 3.457490 -1.861520  0.009
13 N 0.911836 2.936332 -1.540785  0.013
14 H -1.894465 2.228026 -3.043646  0.001
15 H -2.090142 3.350393 -1.689484  0.001
16 H -1.413149 1.730217 -1.428564  0.003
17 H -0.788134 4.014103 -4.216018  0.000
18 H 1.461087 4.812575 -4.900045  0.001
19 H 3.862809 5.065254 -4.338553  0.000
20 H 5.698681 4.814629 -2.700234  0.000
21 H 5.242595 3.763025 -0.494355  0.000
22 C -1.579304 2.917265 4.148018  0.001
23 Si -0.728028 3.755398 2.694041  0.000
24 C -1.640600 5.337198 2.302149  -0.001
25 C 1.010418 4.139343 3.251132  0.001
26 C -0.851958 2.700776 1.111233  -0.012
27 H -1.997908 3.684878 4.803355  0.000
28 H -0.879278 2.328795 4.745919  0.000
29 H -2.409058 2.269768 3.848846  0.000
30 H -1.510389 6.083933 3.088548  0.000
31 H -2.711909 5.147550 2.197286  0.000
32 H -1.287025 5.777218 1.366216  0.000
33 H 0.966922 4.687117 4.196891  0.000
34 H 1.550079 4.758934 2.533195  0.000
35 H 1.598350 3.233568 3.420448  0.000
36 H -1.224252 3.403859 0.361207  0.013
37 H -1.663424 1.976561 1.276483  -0.001
38 C -1.966798 -3.207486 -0.476196  -0.007
39 C -2.323751 -1.865318 -0.221496  0.012
40 C -1.363945 -0.893262 -0.218731  -0.007
41 C -0.005617 -1.193666 -0.497822  0.008
42 C 0.990096 -0.174127 -0.551280  -0.050
43 C 2.288559 -0.530292 -0.849985  0.050
44 C 2.646378 -1.880933 -1.070530  -0.005
45 C 1.703343 -2.864722 -1.001855  0.051
46 C 0.347344 -2.542692 -0.735572  -0.001
47 C -0.662085 -3.536756 -0.708579  0.009
48 H -2.732936 -3.972381 -0.490397  -0.001
49 H -3.360988 -1.611261 -0.041770  0.001
50 H -1.646285 0.136109 -0.021521  0.000
51 H 3.066181 0.224230 -0.919187  0.002
52 H 3.678565 -2.132801 -1.282431  -0.002
53 H 1.976885 -3.901852 -1.155403  0.003
54 H -0.379570 -4.566918 -0.891919  0.000
55 Cl -5.382516 -4.736552 2.895297  0.000
56 C -3.942946 -4.055425 3.570648  0.000
57 C -3.358665 -2.952572 2.973049  0.000
58 C -2.204269 -2.426912 3.525731  0.000
59 C -1.606470 -2.976461 4.656592  0.000
60 C -0.325198 -2.416611 5.237681  0.000
61 C -0.247827 -0.861971 5.183037  0.000
62 N 0.517371 -0.369079 4.044005  0.008
63 C 1.870230 -0.519293 3.820918  0.002
64 C 2.120103 0.044902 2.614453  0.009
65 N 0.937044 0.559085 2.103482  0.016
66 C 0.011396 0.302685 3.004962  0.018
67 O 0.867661 -2.974837 4.707207  0.000
68 C 0.898678 -3.494386 3.376306  0.000
69 C 0.304397 -4.866174 3.239166  0.000
70 C 0.663742 -5.940189 3.997417  0.000
71 Cl 1.883772 -5.985142 5.198849  0.000
72 S -0.249536 -7.343560 3.635169  0.000
73 C -1.126259 -6.507327 2.425478  0.000
74 C -0.732622 -5.212084 2.321644  0.000
75 C -2.218400 -4.096225 5.220784  0.000
76 Cl -1.523031 -4.889441 6.595803  0.000
77 C -3.380887 -4.634292 4.694303  0.000
78 H -3.800368 -2.516956 2.087554  0.000
79 H -1.749105 -1.574865 3.038644  0.000
80 H -0.297028 -2.686169 6.292122  0.000
81 H 0.221651 -0.492783 6.092757  0.000
82 H -1.248311 -0.438604 5.119139  0.000
83 H 2.511744 -1.023802 4.519033  0.000
84 H 3.044672 0.092973 2.067275  0.001
85 H -1.029039 0.563914 2.919656  0.000
86 H 1.963791 -3.521048 3.142416  0.000
87 H 0.415428 -2.816438 2.664162  0.000
88 H -1.890572 -7.021995 1.865178  0.000
89 H -1.156162 -4.509607 1.616977  0.000
90 H -3.838308 -5.498738 5.154046  0.000
91 N 2.594176 -0.296946 -4.496653  0.000
92 C 1.350021 0.004843 -4.935683  0.000
93 S 0.119329 0.308028 -3.845824  -0.001
94 N 1.226230 0.033615 -6.285669  0.000
95 C 0.034855 0.316703 -7.011419  0.000
96 C -0.653054 1.504221 -6.807340  0.000
97 C -1.809702 1.756058 -7.526015  0.000
98 C -2.275634 0.833445 -8.454234  0.000
99 C -1.566511 -0.336897 -8.676016  0.000
100 C -0.410037 -0.597005 -7.954463  0.000
101 H 2.685417 -0.480208 -3.510745  0.001
102 H 3.305791 -0.648791 -5.115215  0.000
103 H 1.945878 -0.434847 -6.815445  0.000
104 H -0.272341 2.217592 -6.088962  0.000
105 H -2.346012 2.683283 -7.370707  0.000
106 H -3.181902 1.031456 -9.010564  0.000
107 H -1.914755 -1.054805 -9.406414  0.000
108 H 0.144316 -1.513820 -8.117463  0.000

Forces on the atoms, in the same order (eV/Å):
0.024 0.327 0.407
0.110 -0.030 -0.049
-0.085 -0.043 0.049
-0.054 0.032 -0.004
0.044 -0.026 0.022
-0.033 0.019 -0.067
-0.006 0.029 -0.017
0.016 -0.045 0.033
-0.033 0.008 -0.020
-0.015 0.022 0.109
-0.272 -0.177 -0.114
0.012 0.012 0.048
0.101 0.208 -0.301
-0.001 0.007 0.003
-0.023 -0.015 0.026
-0.022 -0.015 0.028
0.020 -0.070 -0.033
-0.004 0.032 0.022
0.007 -0.003 0.005
0.001 -0.011 0.005
0.026 0.015 -0.026
-0.096 -0.102 -0.014
0.037 -0.003 0.065
-0.028 0.072 -0.029
0.087 0.063 -0.024
0.182 -0.066 -0.098
0.032 -0.005 0.013
-0.013 0.000 -0.004
-0.003 0.037 0.012
-0.007 -0.030 0.011
0.011 0.014 -0.021
0.006 0.006 0.021
-0.022 -0.012 -0.012
0.013 -0.026 0.008
-0.003 0.005 0.005
-0.022 -0.027 -0.074
0.062 -0.058 -0.041
-0.020 0.044 -0.041
0.030 -0.052 -0.015
0.068 -0.010 0.005
-0.087 0.085 0.058
-0.030 -0.176 0.070
-0.048 0.034 -0.111
-0.007 0.020 -0.027
-0.046 -0.020 -0.032
0.031 0.006 -0.008
0.027 0.040 -0.120
-0.004 -0.007 0.030
0.010 0.022 -0.020
-0.042 -0.006 -0.019
0.024 -0.007 0.051
0.007 0.011 0.011
-0.020 0.004 -0.014
-0.008 0.005 -0.012
0.001 -0.002 -0.012
0.062 0.002 0.014
-0.049 0.020 -0.006
-0.023 -0.025 0.042
0.086 -0.009 -0.024
-0.066 0.081 -0.190
0.085 -0.267 -0.051
0.032 0.069 0.143
-0.092 -0.003 -0.004
-0.135 -0.068 -0.043
0.410 0.245 0.344
-0.182 -0.145 -0.242
0.033 -0.142 0.133
-0.008 0.061 0.006
-0.102 0.055 0.103
-0.023 -0.020 -0.015
0.003 -0.010 0.003
0.024 -0.022 0.023
-0.004 -0.046 0.002
0.044 0.022 0.010
0.011 -0.013 -0.042
-0.011 0.005 -0.001
-0.050 -0.047 0.025
0.009 -0.014 0.055
0.007 -0.003 -0.024
-0.061 0.051 0.032
0.057 0.009 -0.023
0.010 0.081 0.060
-0.022 -0.021 0.008
0.005 0.076 0.005
0.015 0.038 0.049
0.005 0.018 -0.058
0.011 0.019 -0.024
0.003 0.022 -0.009
0.003 -0.039 0.121
0.021 -0.006 -0.005
-0.014 -0.048 0.090
-0.051 0.014 0.044
0.048 -0.077 -0.260
-0.033 -0.056 -0.021
-0.039 -0.027 0.051
0.038 0.046 -0.012
-0.004 -0.015 -0.013
0.020 0.003 -0.010
0.019 0.018 -0.006
-0.006 -0.016 0.010
-0.009 -0.036 -0.031
0.017 0.027 -0.011
0.035 0.088 -0.016
-0.032 -0.020 -0.004
-0.008 -0.007 0.010
0.007 0.010 -0.002
0.003 0.002 0.000
-0.032 -0.017 0.020

=====

Below is a cluster of 7 separate species, C47H47F4N7O17 in total, with properties calculated with the ωB97M-V functional and the def2-TZVPD basis.

Its calculated total energy is -105589.6590 eV.

Each line ends with the Mulliken charge.
Atoms and positions in Å:
1 C 0.647061 -4.838073 -3.463316  -0.515
2 O 0.827797 -3.516575 -2.997827  -0.378
3 C 1.213421 -2.565141 -3.960002  -0.384
4 C 0.059995 -1.773052 -4.627047  -0.867
5 C -1.333671 -2.382111 -4.528791  0.183
6 C -1.694264 -3.411630 -5.605187  -0.479
7 C -3.205010 -3.564281 -5.814609  -1.230
8 C -4.030105 -3.760537 -4.551223  0.227
9 O -5.348038 -3.208793 -4.744828  -0.563
10 C -5.742927 -2.384934 -3.721966  0.367
11 O -6.378906 -2.790234 -2.790693  -0.565
12 C -5.296606 -0.933717 -3.809691  0.409
13 O -5.764161 -0.246724 -4.965746  -0.339
14 N -5.142796 -0.762063 -6.149919  0.397
15 O -5.856257 -0.659478 -7.056068  -0.433
16 C -4.194565 -5.254445 -4.130030  1.066
17 F -3.516415 -6.088381 -4.963056  -0.349
18 F -5.483855 -5.623779 -4.153660  -0.319
19 C -3.679520 -5.551941 -2.712448  -0.255
20 F -4.598440 -5.164804 -1.796555  -0.306
21 F -2.538197 -4.848761 -2.484317  -0.187
22 H 1.159453 -5.520770 -2.783838  0.265
23 H -0.412752 -5.105055 -3.471047  -0.059
24 H 1.034371 -4.963993 -4.478434  0.366
25 H 1.832656 -1.837841 -3.431171  0.266
26 H 1.855856 -3.004919 -4.732124  0.320
27 H 0.012824 -0.803117 -4.126907  0.270
28 H 0.326435 -1.560080 -5.665503  0.367
29 H -2.072682 -1.575327 -4.606098  0.115
30 H -1.473197 -2.822273 -3.538335  0.086
31 H -1.213762 -4.377375 -5.436051  0.210
32 H -1.293887 -3.049260 -6.557360  0.421
33 H -3.571243 -2.652812 -6.283591  0.358
34 H -3.401403 -4.373273 -6.517767  0.266
35 H -3.584955 -3.252396 -3.694299  0.659
36 H -5.729011 -0.422486 -2.956642  0.240
37 H -4.207288 -0.859478 -3.730329  -0.013
38 H -3.466193 -6.617279 -2.603781  0.334
39 O 1.276603 1.180525 -2.102296  -0.638
40 N 2.333003 0.844960 -1.602399  1.172
41 O 3.414990 0.954691 -2.146087  -0.637
42 C 2.293361 0.257918 -0.254112  -0.106
43 C 1.066025 0.081312 0.358082  -0.558
44 C 1.033590 -0.491099 1.621552  -0.730
45 C 2.211837 -0.864998 2.250377  -0.340
46 C 3.432405 -0.672328 1.614207  -0.523
47 C 3.483676 -0.110669 0.351003  -0.378
48 H 0.157483 0.379426 -0.143630  0.687
49 H 0.083732 -0.642811 2.116917  0.524
50 H 2.185228 -1.289569 3.243213  0.583
51 H 4.349533 -0.959069 2.110928  0.454
52 H 4.423842 0.045002 -0.156887  0.520
53 O -3.873315 1.312709 -2.504230  -0.559
54 N -4.336408 2.144871 -1.745676  1.043
55 O -4.200864 2.126750 -0.541518  -0.625
56 C -5.124881 3.240090 -2.336106  0.174
57 C -5.331502 3.249452 -3.703488  -0.217
58 C -6.091358 4.272245 -4.248100  -0.545
59 C -6.623270 5.258527 -3.427997  -0.431
60 C -6.396682 5.229996 -2.057935  -0.405
61 C -5.641439 4.212002 -1.498937  -0.507
62 H -4.912708 2.472585 -4.325366  0.455
63 H -6.269998 4.295950 -5.314245  0.380
64 H -7.219261 6.052432 -3.858294  0.385
65 H -6.811122 5.999827 -1.421719  0.378
66 H -5.456885 4.170560 -0.436015  0.469
67 O 3.376320 1.511395 3.469310  -0.489
68 N 4.320563 2.238119 3.702546  1.069
69 O 5.178178 2.011967 4.534172  -0.659
70 C 4.434614 3.468791 2.902943  0.014
71 C 3.458830 3.737087 1.958788  -0.231
72 C 3.568131 4.898094 1.210653  -0.545
73 C 4.638737 5.760732 1.413038  -0.477
74 C 5.608903 5.465676 2.362121  -0.438
75 C 5.509392 4.309376 3.119037  -0.572
76 H 2.636875 3.051456 1.812693  0.509
77 H 2.815924 5.128241 0.468534  0.406
78 H 4.716431 6.667511 0.827517  0.393
79 H 6.445571 6.132488 2.520716  0.466
80 H 6.255568 4.072425 3.861778  0.572
81 O -0.460900 -1.378653 5.818845  -0.630
82 N 0.732970 -1.177378 5.875960  1.100
83 O 1.559871 -1.729923 5.173981  -0.663
84 C 1.223921 -0.183775 6.845553  0.162
85 C 0.313766 0.428188 7.687835  -0.461
86 C 0.783626 1.358075 8.600983  -0.385
87 C 2.138132 1.662472 8.652313  -0.465
88 C 3.030936 1.041755 7.788504  -0.503
89 C 2.576020 0.105760 6.873756  -0.273
90 H -0.735641 0.180792 7.629573  0.478
91 H 0.090326 1.845593 9.272572  0.373
92 H 2.499398 2.389021 9.368237  0.386
93 H 4.083762 1.285782 7.823112  0.412
94 H 3.255284 -0.381404 6.190918  0.421
95 O 9.447852 3.210959 4.981569  -0.616
96 N 9.185918 3.700597 3.904707  1.057
97 O 8.639680 4.777399 3.749655  -0.595
98 C 9.536098 2.934968 2.695453  0.186
99 C 10.124049 1.692380 2.842855  -0.449
100 C 10.430821 0.967900 1.702322  -0.412
101 C 10.149770 1.490967 0.446846  -0.460
102 C 9.563571 2.743941 0.324308  -0.547
103 C 9.250403 3.478714 1.456552  -0.205
104 H 10.333175 1.302031 3.827384  0.464
105 H 10.887220 -0.007957 1.795191  0.381
106 H 10.386804 0.918684 -0.440230  0.396
107 H 9.346127 3.149555 -0.654172  0.387
108 H 8.790589 4.452518 1.381239  0.423
109 O -5.412637 -1.353993 4.986723  -0.623
110 N -5.913752 -0.910928 3.973442  1.047
111 O -6.577774 0.105248 3.919721  -0.619
112 C -5.704755 -1.659316 2.720992  0.025
113 C -4.978757 -2.835811 2.759357  -0.457
114 C -4.801206 -3.539504 1.578702  -0.591
115 C -5.341299 -3.066117 0.388938  -0.351
116 C -6.061259 -1.878775 0.377686  -0.285
117 C -6.248560 -1.164310 1.549769  -0.507
118 H -4.563725 -3.189575 3.691045  0.493
119 H -4.237627 -4.462957 1.587699  0.424
120 H -5.193004 -3.625694 -0.522558  0.599
121 H -6.481618 -1.514182 -0.550271  0.413
122 H -6.806992 -0.240505 1.558106  0.477

Forces on the atoms, in the same order (eV/Å):
-0.183 -0.019 0.007
0.036 -0.060 0.003
0.094 0.426 -0.282
-0.016 0.173 0.439
-0.311 -0.290 -0.148
0.147 0.106 -0.180
0.128 0.007 -0.121
-0.311 -0.153 0.014
0.097 0.308 -0.052
-0.293 -0.289 0.448
0.190 0.105 -0.378
0.249 0.212 0.004
-0.391 -0.409 -0.143
0.034 -0.096 0.239
0.081 0.271 -0.112
-0.061 0.361 0.351
0.159 0.011 -0.051
-0.158 -0.225 -0.175
0.022 -0.202 -0.025
0.241 -0.109 -0.204
-0.043 -0.088 0.033
0.073 0.006 -0.050
0.046 0.021 -0.008
0.106 -0.038 0.049
0.063 -0.073 0.021
-0.080 -0.265 0.099
0.009 0.009 -0.023
-0.066 -0.060 -0.026
0.109 0.079 -0.020
0.132 0.101 0.038
-0.059 0.016 0.139
0.007 -0.079 -0.020
-0.034 0.044 0.120
-0.064 0.007 0.007
0.169 0.049 -0.140
0.016 0.100 -0.041
-0.013 -0.135 -0.042
-0.053 0.026 0.110
0.002 0.028 -0.069
-0.033 -0.047 0.015
0.009 0.019 0.004
-0.008 -0.012 0.038
-0.089 -0.020 0.043
0.033 0.009 0.019
0.078 -0.039 -0.125
-0.052 -0.093 -0.086
0.085 -0.019 0.038
0.029 0.007 -0.051
-0.004 0.001 -0.001
-0.015 0.005 -0.127
0.006 0.014 0.004
-0.032 0.014 -0.056
0.052 0.020 0.014
0.019 0.002 0.023
0.009 0.005 0.000
-0.028 0.026 -0.016
-0.015 -0.009 -0.092
-0.013 0.029 0.037
0.012 -0.016 0.008
-0.003 -0.008 -0.051
-0.035 0.069 0.065
0.007 -0.035 0.048
0.002 -0.005 -0.003
0.005 0.005 -0.001
0.001 -0.001 0.004
0.028 -0.057 -0.005
-0.025 0.063 0.256
0.003 0.009 -0.091
0.005 -0.004 0.024
-0.008 0.052 -0.041
-0.060 0.005 -0.082
0.044 0.019 0.016
0.005 -0.024 0.012
-0.050 0.015 -0.053
0.111 0.036 0.059
0.020 -0.035 0.045
-0.001 -0.006 -0.004
0.001 -0.002 -0.006
0.008 -0.010 0.014
-0.051 -0.041 0.035
-0.011 -0.022 0.019
0.031 0.109 -0.062
-0.062 -0.137 0.174
0.018 0.023 0.041
-0.070 0.030 0.068
0.050 0.006 -0.007
-0.012 -0.014 -0.019
-0.036 0.021 0.034
0.089 0.020 -0.024
0.012 -0.044 -0.044
-0.005 0.000 -0.002
-0.001 0.006 -0.003
0.004 0.002 -0.019
-0.041 -0.012 -0.034
0.024 0.011 0.010
-0.032 -0.021 -0.008
0.019 0.047 0.012
-0.002 -0.022 -0.030
0.044 -0.090 0.015
-0.014 0.028 -0.039
-0.006 0.011 0.018
0.018 -0.044 0.016
-0.035 0.037 -0.085
-0.033 0.048 0.026
0.003 -0.001 0.004
0.005 0.002 -0.002
-0.004 0.003 0.000
-0.010 0.001 0.061
0.001 -0.004 0.014
0.013 0.009 -0.004
-0.002 0.018 0.002
-0.006 -0.032 -0.040
0.046 -0.073 0.006
-0.008 0.030 -0.030
0.050 0.024 0.109
0.007 0.009 -0.039
-0.039 0.044 -0.063
-0.025 0.049 0.033
0.004 0.001 0.001
-0.111 0.147 0.061
-0.007 -0.043 0.023
0.010 0.008 0.066